# 1
This record from the Open Molecules 2025 dataset describes a cluster of 8 separate species, C13H42O8 in total. The level of theory is the ωB97M-V functional and the def2-TZVPD basis.

XYZ file:
```
63
Properties=species:S:1:pos:R:3:forces:R:3
C 10.20634 -10.87361 -7.85121 -0.328 0.607 0.178
C 11.55035 -10.72301 -8.46939 0.825 -0.908 -0.270
O 12.43523 -10.02831 -7.57903 -0.019 0.116 -0.370
H 10.28620 -11.33599 -6.86738 -0.110 -0.101 -0.040
H 9.51753 -11.43349 -8.48381 -0.016 0.048 0.049
H 9.86903 -9.84496 -7.72392 -0.571 -0.122 0.211
H 11.50189 -10.20553 -9.42750 0.085 0.388 0.211
H 11.98210 -11.69414 -8.71144 0.147 -0.192 0.015
H 12.77373 -10.65496 -6.93534 0.017 -0.008 0.065
C 15.58471 -11.56424 -9.32809 -0.234 -0.149 -0.184
C 15.03120 -10.44718 -10.17956 1.070 0.634 -1.261
O 15.95690 -10.20813 -11.26764 -0.051 0.419 0.567
H 15.67907 -12.46672 -9.93202 -0.413 -0.229 0.126
H 14.95564 -11.70484 -8.44911 0.066 -0.327 0.085
H 16.61396 -11.37178 -9.02528 -0.131 0.463 0.147
H 14.93860 -9.50727 -9.63542 0.149 -0.015 0.144
H 14.06848 -10.60268 -10.66647 -0.362 -0.552 0.499
H 15.64493 -10.66119 -12.05442 -0.059 -0.279 -0.160
C 13.14852 -10.04591 -13.64926 -0.373 -0.510 0.659
C 13.39420 -11.55631 -13.34766 -0.651 1.326 -1.336
O 14.76719 -11.83361 -13.49460 0.479 0.042 0.587
H 12.07885 -9.86928 -13.53652 -0.156 0.030 -0.146
H 13.45742 -9.60809 -14.59847 0.133 -0.656 -0.157
H 13.60783 -9.43021 -12.87592 0.251 -0.107 0.132
H 12.86320 -12.21797 -14.03201 -0.355 0.243 -0.223
H 12.94424 -11.73052 -12.37028 0.518 -0.254 0.452
H 14.89022 -12.78050 -13.59389 0.088 -0.041 0.076
C 7.21019 -7.13433 -7.55322 -0.128 -0.908 -0.542
C 8.70893 -7.03774 -7.82538 -1.193 1.510 0.695
O 8.92527 -5.61794 -8.00056 0.245 -1.111 -0.105
H 6.60056 -6.73546 -8.36399 0.172 0.028 -0.133
H 6.90313 -6.61428 -6.64583 0.404 0.075 0.016
H 6.94733 -8.18490 -7.42956 -0.208 -0.138 0.016
H 9.08955 -7.59871 -8.67894 -0.367 -0.078 -0.231
H 9.17611 -7.44784 -6.93003 0.555 0.271 0.086
H 9.78947 -5.41705 -7.63395 0.441 0.315 0.217
C 12.09139 -3.59295 -8.60215 0.386 -0.848 0.179
C 12.34811 -4.36359 -7.28500 0.629 1.187 -0.373
O 11.16867 -4.65154 -6.56449 -0.463 -0.577 -0.181
H 11.77709 -4.31819 -9.35271 -0.286 0.142 -0.104
H 13.02386 -3.16655 -8.97200 0.050 0.076 0.100
H 11.34608 -2.80017 -8.53796 -0.008 -0.042 0.231
H 12.97053 -3.77687 -6.60938 0.348 0.167 -0.142
H 12.90464 -5.27541 -7.50168 -0.356 -0.170 0.104
H 10.75714 -3.80258 -6.38699 -0.214 0.039 0.153
C 12.18282 -7.51928 -9.74579 0.248 0.379 0.004
O 13.21437 -7.70295 -8.77508 -0.439 0.917 -0.919
H 12.21764 -8.18440 -10.60864 0.292 -0.512 0.132
H 11.16157 -7.52053 -9.36481 0.053 -0.216 0.458
H 12.32140 -6.52875 -10.17908 0.177 0.127 0.198
H 13.19178 -8.53439 -8.29571 -0.626 -0.542 -0.013
C 15.34779 -6.99996 -6.71323 -0.068 0.232 -1.645
O 15.51991 -6.48424 -8.07223 0.587 -0.239 1.519
H 14.91364 -7.99959 -6.73183 -0.149 -0.140 -0.067
H 16.32942 -7.11804 -6.25435 -0.103 0.475 0.032
H 14.66066 -6.34190 -6.18134 0.277 -0.001 0.425
H 14.69482 -6.66714 -8.52760 -0.271 -0.281 -0.128
C 12.37659 -6.37648 -13.50525 -0.015 0.933 -0.116
O 11.07503 -6.61526 -14.01169 -0.116 -0.278 -0.060
H 12.48561 -6.76415 -12.49237 0.420 -0.378 -0.271
H 13.11826 -6.69790 -14.23650 -0.048 -0.668 0.306
H 12.56644 -5.30487 -13.44428 -0.165 0.311 0.188
H 10.49283 -6.78596 -13.26771 -0.059 0.076 -0.084
```
Positions in Å, forces in eV/Å.

Summary:
- structure (SMILES) = CCO.CCO.CCO.CCO.CCO.CO.CO.CO
- gap between HOMO and LUMO (eV) = 10.01
- energy relative to the best compared isomer or geometry (same formula, charge and spin) (kJ/mol) = 340.32
- 2S+1 = 1

# 2
This record from the Open Molecules 2025 dataset describes a cluster of 8 separate species, C13H42O8 in total. The level of theory is the ωB97M-V functional and the def2-TZVPD basis.

XYZ file:
```
63
Properties=species:S:1:pos:R:3:forces:R:3
C -2.79001 -3.81825 0.06150 -0.719 1.814 1.007
C -3.77246 -2.65018 0.49709 1.176 -0.724 -1.731
C -4.66922 -2.98807 1.65449 1.150 0.236 0.408
O -2.97838 -1.51895 0.86177 0.055 0.530 -0.900
H -2.05524 -3.98464 0.84906 -0.021 -0.045 0.066
H -2.26899 -3.44359 -0.81647 0.044 -0.398 -0.219
H -3.35770 -4.71065 -0.10397 -0.150 -0.619 -0.432
H -4.40908 -2.48554 -0.42810 0.537 0.345 0.895
H -3.98606 -3.07561 2.55333 -1.087 -0.326 -0.763
H -5.22379 -3.88702 1.37228 0.050 -0.001 0.589
H -5.34731 -2.15332 1.81054 -0.177 -0.044 0.183
H -2.43706 -1.15773 0.10374 -0.669 -0.658 0.848
C 3.18613 2.71078 -0.16820 -0.141 0.269 -0.879
C 3.15633 2.01803 1.18097 0.232 0.502 0.368
C 3.08774 2.92457 2.42178 1.247 -0.480 0.512
O 1.98669 1.23217 1.21908 -0.763 -1.498 0.080
H 3.98382 3.50302 -0.20441 -0.768 -0.795 0.011
H 2.18994 3.16943 -0.44567 1.044 -0.391 0.411
H 3.42285 1.90872 -0.91754 -0.251 0.957 0.357
H 4.05938 1.34868 1.15914 -0.667 0.561 0.632
H 2.15045 3.48729 2.60092 0.428 -0.418 -0.596
H 3.92734 3.60007 2.29312 0.019 0.542 0.355
H 3.31783 2.33850 3.35566 -0.347 0.402 -0.868
H 2.03469 0.63066 1.99378 0.042 0.262 -0.114
C -1.17818 2.12216 2.92966 1.827 -1.455 -0.998
C -1.44438 1.44772 1.57842 -1.103 -0.091 0.792
C -2.85376 1.79565 1.19019 -0.276 -0.249 -0.981
O -0.60233 1.96206 0.58047 1.701 0.384 -0.331
H -1.23032 3.20347 2.84530 0.304 0.031 0.029
H -0.20471 1.69586 3.26604 -0.305 1.001 0.106
H -1.88829 1.76716 3.61736 -1.078 -0.311 1.028
H -1.35574 0.33714 1.60468 0.103 0.596 0.394
H -3.55617 1.43206 1.91322 -0.310 0.004 0.676
H -3.17725 1.29870 0.27055 0.276 0.218 -0.162
H -2.92008 2.87650 1.07741 -0.211 0.062 -0.021
H 0.34955 1.83334 0.84956 -0.787 0.203 -0.098
C -0.32905 0.43483 -3.24986 1.799 -0.843 1.871
C -1.45925 0.34352 -2.28474 0.205 -0.204 1.530
C -2.48804 -0.68332 -2.70035 -0.060 0.593 0.335
O -0.95489 -0.07740 -0.93888 -0.197 -0.227 -1.287
H -0.54804 0.83373 -4.20205 -0.461 0.339 -1.050
H 0.04843 -0.59672 -3.29538 0.136 0.203 -0.582
H 0.49920 0.99855 -2.77965 -0.336 -0.017 -0.405
H -1.86425 1.31062 -2.04788 -0.643 0.561 -0.416
H -2.01911 -1.66083 -2.62999 -0.176 -0.227 0.065
H -2.86750 -0.54085 -3.70723 0.190 0.128 -0.235
H -3.33759 -0.57210 -2.03945 -0.290 -0.461 0.264
H -0.66583 0.74530 -0.45061 -0.483 -0.284 -0.431
C 3.99926 -0.52645 -3.48192 -1.179 0.082 0.417
O 3.41579 0.77624 -3.36259 -0.285 0.309 0.623
H 4.96293 -0.43972 -3.91468 1.132 -0.128 -0.324
H 4.03774 -1.00224 -2.48021 0.125 0.632 -0.637
H 3.38838 -1.17984 -4.10156 -0.113 -0.086 -0.182
H 3.18823 1.21973 -4.19085 0.335 -0.694 0.043
O 2.31686 -1.03632 3.03701 -0.442 -0.287 -0.991
H 1.80702 -1.23398 3.82315 -0.106 -0.012 0.277
H 1.86994 -1.55145 2.32367 0.410 0.395 0.438
O 3.66168 -2.51175 -0.97828 0.416 -0.706 0.864
H 3.88447 -2.93584 -0.11711 -0.352 0.529 -1.029
H 2.74549 -2.20532 -0.87801 0.039 0.112 0.315
O 1.38067 -1.27825 0.06108 -0.422 1.296 0.291
H 0.53989 -1.03710 -0.39225 0.102 -0.498 -0.003
H 1.64133 -0.36323 0.35180 0.251 -0.921 -0.412
```
Positions in Å, forces in eV/Å.

Summary:
- structure (SMILES) = CC(C)O.CC(C)O.CC(C)O.CC(C)O.CO.O.O.O
- gap between HOMO and LUMO (eV) = 10.18
- energy relative to the best compared isomer or geometry (same formula, charge and spin) (kJ/mol) = 63.29
- 2S+1 = 1